Record 1
# C74H60AsOP3PdS

A structure of composition C74H60AsOP3PdS (wB97M-V/def2-TZVPD, OMol25).

maximum force	0.390	eV Å⁻¹
E_LUMO (spin up / spin down)	-0.2521 / -0.2427	Ha
gap between HOMO and LUMO (spin up / spin down)	0.2001 / 0.2094	Eh
total energy	-182767.4072	eV

```
! RIJCOSX wB97M-V def2-TZVPD def2/J DEFGRID3
* xyz 2 1
H -4.9525 -1.2245 -0.5300
C 2.7747 -1.6930 3.8288
C 3.2947 1.0695 -2.0337
C 3.1552 -5.6575 1.5442
C 6.2475 -1.0734 1.7112
H -1.1552 -2.0451 -6.0390
C -0.8871 -2.8088 -4.0511
H 0.4194 0.7024 -3.1952
C 5.1225 -1.3385 3.7280
C 0.5692 1.5049 2.4921
H -2.2598 1.7002 1.0254
C -7.6904 0.4565 -0.6508
C 2.9110 -2.0897 -3.4930
H 2.0696 3.2522 -2.3505
C 0.0402 -0.2848 -3.3950
H -4.9181 2.2257 -0.0302
H 8.1306 -1.6375 2.6098
C 3.4807 -2.4757 -4.6987
H 5.2263 -1.5838 -1.4358
C -0.3461 0.7487 5.1238
C -9.7752 -0.6933 -0.9857
C 0.2818 2.4214 3.5289
C -8.0153 -0.9020 -2.6080
C 7.3134 -0.9348 2.7692
H -2.7253 -2.4054 2.2253
H 6.9308 -2.0954 4.6003
C -9.2993 -1.2138 -2.1787
C -0.0361 -0.1961 4.1350
H 4.0757 -1.8299 5.5440
C 2.6316 -1.5049 2.4713
H -0.1316 -6.1188 0.8847
H -4.1705 0.7485 4.7263
H -0.7232 0.4232 6.0839
C -3.2161 1.3672 2.9079
C 6.3201 -1.1361 0.3506
H -1.2421 -3.8026 -4.2907
C -4.3941 -0.3767 -0.9271
H -9.9265 -1.8587 -2.7791
H 0.6941 5.4320 2.0187
H -5.1474 6.0882 -1.8231
P 1.1047 1.2606 -0.3812
C 4.3641 -3.5420 -4.7402
H 7.2599 -1.0495 -0.1790
C 3.3509 -4.4551 0.8857
Pd 0.5041 -1.0258 -0.4372
C -4.9886 4.2053 -0.8064
H -7.6491 -1.3062 -3.5446
C -0.3727 -0.5665 -4.6942
H -2.5562 -0.1543 -2.1227
C -2.8848 -1.3498 2.4049
C 3.2267 -2.7635 -2.3178
H 0.8756 4.7908 -3.8418
C 4.1139 -3.8433 -2.3686
C 0.3131 4.1163 -3.2106
H -0.5555 -3.3178 -2.0171
C 4.6793 -4.2258 -3.5723
C 2.8619 1.4181 -0.7541
C 0.4568 0.1433 2.8948
C 3.7696 1.9208 0.1742
H 7.7487 0.0655 2.7405
H 1.8889 -1.8748 4.4228
C -0.0390 4.4788 4.7005
C 0.6467 4.3642 2.1833
C -0.4847 -2.5277 -2.7507
C -3.6808 0.4243 3.8180
C -5.4593 4.4283 -3.1484
C 4.6122 1.2782 -2.4032
H 0.7824 5.0939 5.0693
C -0.8385 -1.8272 -5.0285
C -3.5184 -0.9295 3.5664
H -5.7116 2.5998 -4.2324
H 4.8023 -3.8483 -5.6803
C 5.0929 2.1114 -0.1970
C 5.5096 1.8100 -1.4860
H 2.2098 -1.2707 -3.4771
H 0.2052 -3.9725 -0.2653
C -2.4421 -0.4073 1.4792
C -0.1473 2.0661 4.8252
H -7.0783 1.1253 -0.0577
H -4.7978 4.6545 0.1599
C 0.8473 -5.6593 0.8782
S 0.9357 -1.2915 1.9329
C -8.9708 0.1431 -0.2218
H 3.2214 -1.9463 -5.6056
H -4.3673 0.3760 -0.1429
H 4.3281 -3.9875 0.9087
C 0.8721 3.4833 1.1151
C 0.2727 2.3652 -1.5556
C 2.2942 -3.8480 0.2044
C 0.9898 3.2375 -2.3743
H 3.9800 -6.1240 2.0660
C 4.9868 -1.2171 2.3322
H -3.0164 -1.7872 -1.8331
C 0.8411 2.0984 1.2157
As -5.4058 0.2963 -2.5003
H 6.5378 1.9813 -1.7754
H -0.3166 0.2121 -5.4441
C -1.1203 2.3995 -1.5747
H 1.0687 3.9312 0.1523
H -0.8918 5.1456 4.5688
H -9.3462 0.5566 0.7049
H -5.6315 5.0486 -4.0180
C 1.9052 -6.2623 1.5385
C -2.9908 -0.8032 -1.3513
O 0.1446 -2.4143 2.4526
H 1.7561 -7.1992 2.0577
C 3.7785 -1.3630 1.6363
C 1.0416 -4.4553 0.2204
H 5.7961 2.5131 0.5201
H 2.5954 0.6643 -2.7556
P 2.5233 -2.2864 -0.7117
H 4.9363 1.0259 -3.4042
C -5.1896 5.0115 -1.9176
C -5.3064 2.2226 -2.1566
H -3.8782 -1.6623 4.2756
H 5.3629 -5.0632 -3.6012
C -0.0238 -1.2588 -2.4097
C -5.0509 2.8219 -0.9244
H -10.7757 -0.9327 -0.6518
C -1.7908 3.2820 -2.4002
P -1.7121 -1.0063 -0.0507
H -1.5979 4.8175 -3.8828
H 3.4475 2.1847 1.1744
C -0.3615 3.3036 5.6557
C -5.5099 3.0452 -3.2650
C -7.2054 -0.0671 -1.8470
H -2.8700 3.3003 -2.4095
H -1.6904 1.7242 -0.9450
C 4.0171 -1.6479 4.4798
C 5.1368 -1.4119 -0.3714
H -0.2021 -1.2452 4.3438
C 6.5727 -1.1895 4.1093
C 3.8986 -1.5394 0.2165
H 6.7111 -0.3742 4.8198
C -2.6104 0.9567 1.7335
H 0.2882 3.2986 6.5314
C -1.0712 4.1360 -3.2280
C 0.3282 3.8226 3.3960
H 4.3625 -4.3914 -1.4704
H -1.3857 3.3478 6.0277
H -3.3406 2.4238 3.1071
*
```

=====

Record 2
# C75H151N7O16

A cluster of 10 separate species, C75H151N7O16 in total (wB97M-V/def2-TZVPD, OMol25).

maximum force	5.417	eV Å⁻¹
SMILES string	CC1(C)CCCC(C)(C)N1O.CC1(C)CCCC(C)(C)N1O.CC1(C)CCCC(C)(C)N1O.CC1(C)CCCC(C)(C)N1O.CC1(C)CCCC(C)(C)N1O.CC1(C)CCCC(C)(C)N1O.CC1(C)CCCC(C)(C)N1O.C[C@H]1COC(=O)O1.C[C@H]1COC(=O)O1.C[C@H]1COC(=O)O1
relative energy (zero: lowest compared OMol25 entry of this formula, charge and spin)	96.2	kcal per mole
E_LUMO	0.0002	Ha
gap between HOMO and LUMO	0.2940	Eh
total energy	-123397.3926	eV

```
! RIJCOSX wB97M-V def2-TZVPD def2/J DEFGRID3
* xyz 0 1
H -8.0079 7.7290 -9.1421
O 1.4936 2.9085 -8.7763
H -3.1911 -7.7694 1.4759
H -0.0451 -0.8803 -1.0670
C 8.5493 3.6060 -0.6705
O -2.5983 -4.3399 -3.6886
H -2.3280 -6.9491 -4.5045
C 1.2118 2.9761 0.5835
C 6.7401 5.3614 -1.3995
H -8.1524 6.1911 -8.5702
C -4.4683 7.3719 -4.5666
H 2.4669 -1.1282 0.3966
H 4.8452 -5.7208 -0.7395
H -8.0433 3.6655 4.5645
H 6.0635 4.7775 -0.7755
H 0.4534 -1.0736 -8.2122
C 3.7475 -6.8255 5.8892
H -1.8972 3.1494 -0.0311
H 7.2151 -8.0440 -2.6965
C -4.6152 -3.3582 -4.6198
C -9.6395 3.9768 0.1207
C 2.0402 -1.4917 -9.2917
C -1.1398 -7.4547 1.5905
H 6.8358 6.8973 9.7561
H 8.6078 4.9775 -2.4100
C -6.5535 7.3299 -7.4256
H 9.4007 4.0936 -0.1956
C -4.6501 -6.5442 -3.5846
H 1.3386 -4.4682 5.9463
H 2.0634 5.7568 9.1436
H 6.1954 5.6915 -2.2841
H 1.2684 2.2004 -1.6723
H -7.6920 6.3785 3.6952
H 5.5859 -4.9995 6.0977
H 0.7431 3.9182 0.8681
H -1.0098 -7.1521 0.5515
C 4.9534 -6.9024 -3.2552
C 0.0949 2.1872 -0.0987
C 4.1987 -6.1706 7.2760
H -6.5864 -2.8794 -5.2386
H 6.3731 -5.0478 -0.8421
C 3.9948 -3.6278 6.6054
H -5.4749 -3.2673 -6.6191
H 5.3549 -4.3971 7.8310
O -3.5054 -6.8425 4.1819
C -5.8234 -3.5541 -5.6270
C 6.8879 4.8741 6.8316
C 7.3649 7.3964 7.4754
H 1.3376 -1.8415 -10.0481
H 4.5177 -7.3070 5.2867
H -6.8362 -5.4891 -4.8367
H -6.7366 2.4522 0.2612
H -8.8001 7.4585 -7.4914
H -8.7134 0.3472 2.1941
C -4.9929 6.2178 -5.5211
N 0.5054 0.7103 -0.0536
H 1.9750 3.3933 -0.0735
H 7.9039 4.5403 7.0425
H 5.9778 3.9763 9.6056
H 6.0581 -8.3931 -4.6652
H 5.8532 4.9601 11.1423
H 9.3525 -5.9323 -5.0692
C 6.1292 -6.1450 -2.6479
H -9.3758 5.8707 3.8158
H -6.9221 4.5950 0.4935
O -7.4876 3.5458 3.7908
C 2.6574 6.2236 8.3578
O 7.8498 -4.4875 -3.0921
H -1.6153 -7.8384 4.1202
C -5.1588 4.8652 -4.6395
C 7.0407 -7.2026 -2.0258
C 6.4858 6.0920 7.7596
H -10.5071 5.2889 1.6659
C -1.2563 2.4281 0.4761
C -2.4953 -7.2989 2.1706
O -7.3571 6.5132 -5.1921
H -5.9586 4.9689 -3.9064
H 4.8736 -8.1544 8.0702
H 2.9649 -7.5634 6.0657
C -6.3073 8.7931 -7.1870
C -4.0806 6.7973 -7.8759
C -9.6555 2.5862 0.8792
H -9.4345 5.9949 0.4999
H 7.3032 7.8182 6.4722
H 5.0861 -4.4373 -1.9231
C -2.9349 -6.6770 -5.3680
C -6.3737 -5.0098 -5.6996
H -5.1728 8.0206 -4.0460
H -7.3414 9.0833 -7.0010
H -3.0707 -8.7230 3.5942
O 8.8403 2.3942 -1.2861
H 2.9481 3.7429 7.9133
H 8.3315 -7.2397 -5.8734
H -4.4222 -3.1488 -2.4657
C 2.9330 -3.4717 7.6617
C 7.2264 -4.4295 -6.0321
H -4.7039 -5.6801 -6.8893
H -5.5560 -6.9745 -6.1495
C 5.5374 -5.3270 -1.4837
C 1.1107 -4.8254 6.9505
H -7.9025 1.1473 3.5009
C 8.4225 -6.5008 -5.0772
H -0.7742 -8.4750 1.7071
H 6.2345 -7.2128 7.4884
C -5.5082 6.7111 -8.4143
H 3.9438 4.2886 6.6492
C 1.7344 2.4186 1.9425
H 3.0269 -1.1915 -9.6447
H 6.2228 -6.8423 -6.4754
C 5.2392 -7.1377 7.9262
H -3.8523 7.8537 -7.7346
H -9.6264 1.7359 0.1979
O 4.5022 6.8704 6.4647
N 5.0060 6.4152 7.6851
H 7.7839 5.4779 9.3184
H -10.5334 4.1758 -0.4705
H 0.8490 -5.2982 9.7273
H -7.1493 -5.1496 -6.4525
O -4.1651 -4.7522 3.6673
H 2.9525 -0.4739 -6.8807
H -6.1480 9.3410 -8.1157
C -8.5807 6.1279 3.1160
H 3.3473 -3.0745 8.5884
H -5.6290 -6.1454 -3.3186
H -1.1372 2.9635 1.4180
H -0.4939 -6.7034 2.0448
C -9.6054 5.0920 1.0861
O 7.7467 1.1777 -2.9807
H -1.2536 -0.5526 2.0234
C 4.0527 5.5619 8.4404
H -5.8773 5.7511 -8.7752
C -7.2589 1.9171 1.0543
H 2.2421 -2.6636 7.4213
C -7.0830 5.2500 1.3499
H 3.1221 -6.1133 5.3508
H 2.5863 7.2995 8.5174
C -5.2000 -5.9618 -5.9605
H 3.3838 -3.7588 5.7123
H 7.5048 -3.5937 -3.1526
H 0.8269 -3.6679 9.4832
C 1.9740 -0.0346 -7.0749
C 1.3596 -0.4971 -8.3983
H 7.6458 -4.8959 -6.9236
N -8.3992 3.7148 2.6986
H -10.6111 2.6123 1.4030
C -4.0937 -5.9020 -4.8323
C -4.0897 -1.9971 -5.0965
N 6.7754 -5.1513 -3.6655
H -5.5435 9.0437 -6.4510
C -3.9129 5.9807 -6.6406
H -8.8669 7.1066 2.7309
H -3.3693 -2.2755 -5.8656
H -4.2694 4.5275 -4.1075
H 5.0800 -5.7732 -5.7186
H 6.9804 5.2162 5.8008
C -2.5711 -7.7543 3.6030
C 6.7918 5.9261 9.2633
H 7.9536 -3.8127 -5.5042
H 4.4165 -7.9393 -4.9464
N -3.6981 -4.5115 -4.5845
H 2.1025 -2.2613 -8.5224
H -1.8288 1.5315 0.7137
H 5.6338 -6.7394 8.8610
H -5.8865 -3.9254 -2.8296
H 7.8222 3.3888 0.1120
H -8.8325 4.1088 -0.6000
H 2.5977 -7.0961 9.3039
H -9.6237 1.4617 3.4279
C 0.9180 0.0877 1.2308
H 2.4393 0.7654 2.8283
H -5.8915 -2.2663 -3.0763
H -0.5724 0.9744 2.6834
H -7.2231 6.1993 0.8329
O 2.0155 1.3855 -7.2217
C 7.8852 4.4328 -1.8024
H -7.4789 1.0205 0.4748
H -3.5901 -1.3419 -4.3829
H 6.1230 4.1260 7.0398
C -5.2355 -3.1293 -3.1910
C 2.0998 0.9366 1.8067
C 2.1425 -4.7242 8.0240
C -8.7475 1.2399 2.8186
C 4.9092 -4.8293 6.9351
C -8.4851 2.4485 1.8592
H -2.2795 -6.0302 -5.9514
H 3.7506 4.7744 10.5052
H 4.6657 3.4269 8.0420
C 5.8765 4.9653 10.0526
H -3.9183 8.0576 -5.2111
H 6.4881 -7.6445 -1.1967
H 2.1499 6.1166 7.3991
N 3.0429 -5.8998 8.1344
H 1.5851 -0.3381 -6.1029
H 1.0057 2.5327 2.7450
H 0.8647 -5.8869 6.9194
C 1.5057 -4.5113 9.3564
H 1.9506 -1.7979 1.9078
O -0.5031 -0.1235 -0.6941
H 2.2885 -4.4078 10.1078
O 7.4168 3.4050 -2.5977
C 5.9049 -6.4538 -5.5079
H 0.0187 3.6294 -1.5188
H 4.3379 6.3522 10.4781
C 4.4110 5.4171 9.9229
H -3.9649 -6.4339 -2.7440
C 8.0411 2.2313 -2.3764
H -0.5258 2.2264 -2.1620
O 2.3084 -7.0464 8.3899
H 0.1931 -0.4126 3.0959
H 8.5295 -7.0042 -4.1163
C 3.9334 4.1728 7.7330
H -3.0474 -4.3607 -2.8404
H 0.1446 -4.3396 7.0875
H 4.0660 -6.3018 -3.4547
H -7.7946 5.6595 -5.1533
C 1.5859 -1.2822 1.0195
C 7.1275 -5.6203 -5.0236
C 1.5743 1.7466 -8.3737
O -2.6395 -5.8428 2.3861
H -4.7864 -7.6068 -3.7851
C 0.2588 2.5667 -1.4862
H 8.4425 7.2325 7.4786
C 5.3697 -7.5516 -4.5868
O 1.2276 0.7378 -9.0830
H 8.0100 -6.8966 -1.6321
H 4.4561 -2.6411 6.5640
H -3.1483 -7.6516 -5.8070
H 4.7004 -7.7581 -2.6291
C -8.3888 4.9945 2.0393
C -0.3427 0.0042 2.2431
H -2.8722 6.1787 -6.3842
H 6.9890 8.1993 8.1097
C -3.4739 -5.7214 3.4167
H -3.7726 6.9991 -3.8149
H 1.0162 -2.0368 0.4772
N -6.3984 6.4141 -6.2291
H 7.0016 6.3020 -0.9146
H 2.6526 2.9840 2.1017
H -4.9699 -1.4146 -5.3686
H -5.4045 7.2317 -9.3663
H -5.4636 4.0544 -5.3012
H -6.2434 5.2591 2.0449
H 6.2618 -3.9285 -6.1134
H -3.4649 6.3735 -8.6693
C -8.0027 7.2011 -8.1885
H 3.8885 7.5628 6.7207
H -6.4667 1.6165 1.7401
H -4.0976 4.9727 -7.0121
H 2.9310 1.0548 1.1116
*
```

=====

Which value of total energy does entry 2 give? -123397.3926 eV

=====

Among the records above, which one has the highest maximum force? C75H151N7O16

=====

Number 1 is which compound? C74H60AsOP3PdS

=====

Look up the total energy of the first one. -182767.4072 eV